No. 1
Formula: C22H17ClF4N2O3
Source: the OMol25 dataset
Level of theory: ωB97M-V/def2-TZVPD

Structure (XYZ):
```
49
Properties=species:S:1:pos:R:3:forces:R:3
O -0.210299 2.648634 -0.111250 -0.1 0.1 0.2
C -0.020633 1.475648 -0.368791 -0.2 0.1 0.1
C -1.094819 0.464792 -0.162470 -0.2 -0.5 -0.8
C -1.642803 -0.468229 -1.005233 0.4 0.6 0.4
C -2.738419 -1.028691 -0.314207 -0.1 0.2 0.6
C -2.785633 -0.398694 0.899410 -0.5 -0.7 -0.3
C -3.706357 -0.520003 2.070767 0.5 -0.1 -0.1
O -4.911941 0.222391 1.887843 -0.3 0.1 0.2
C -5.846351 -0.149385 0.999355 -0.5 0.0 -0.4
C -6.060825 -1.416826 0.448704 -0.1 0.0 0.0
F -5.276159 -2.466105 0.771972 0.0 0.1 0.0
C -7.102243 -1.643238 -0.446138 0.0 0.3 0.1
F -7.254829 -2.871686 -0.954956 0.1 0.0 0.1
C -7.979039 -0.643116 -0.812082 0.2 0.0 0.2
C -7.793918 0.612935 -0.258880 0.3 -0.2 0.1
F -8.629368 1.602322 -0.588555 0.1 0.0 0.1
C -6.751892 0.859140 0.619915 0.1 0.0 0.0
F -6.587207 2.081974 1.136249 -0.1 -0.1 -0.1
O -1.798224 0.512838 0.982100 0.1 0.4 0.3
N 1.131000 1.024666 -0.924876 0.1 0.0 -0.2
C 1.580922 -0.345465 -0.969784 0.2 -0.4 0.3
C 2.748311 -0.524191 0.009138 -0.2 -0.2 -0.2
N 3.813197 0.397224 -0.321293 -0.3 0.1 -0.2
C 5.130184 0.060562 -0.034759 0.4 -0.1 0.1
C 6.016333 0.950951 0.577762 -0.3 0.0 0.0
C 7.337841 0.608891 0.792816 0.2 -0.2 -0.1
C 7.799440 -0.636944 0.406482 -0.1 0.1 0.0
Cl 9.452365 -1.070742 0.682289 0.2 -0.1 0.0
C 6.941430 -1.539015 -0.202306 0.1 0.1 0.1
C 5.625896 -1.189577 -0.423109 0.0 0.0 0.1
C 3.366920 1.770413 -0.233322 -0.1 0.1 -0.2
C 2.195023 1.967149 -1.200527 0.1 0.4 0.1
H -1.318918 -0.709867 -1.996943 0.2 0.0 -0.2
H -3.382485 -1.804293 -0.672454 -0.2 -0.2 0.0
H -3.913970 -1.567553 2.303372 0.0 0.2 0.0
H -3.239290 -0.038096 2.932766 -0.1 -0.1 -0.1
H -8.783854 -0.834226 -1.501049 -0.1 0.0 -0.1
H 0.769588 -1.020369 -0.702094 0.1 0.1 0.0
H 1.920730 -0.570215 -1.986544 0.0 -0.1 0.1
H 3.109725 -1.549998 -0.030357 0.0 0.0 0.0
H 2.378007 -0.327562 1.029976 0.0 -0.1 0.0
H 5.676944 1.918655 0.910511 -0.1 0.1 0.0
H 8.005798 1.307760 1.271485 0.1 0.0 0.0
H 7.305713 -2.506245 -0.511115 0.1 -0.1 0.0
H 4.979850 -1.893550 -0.924493 -0.1 0.0 -0.1
H 4.175718 2.436030 -0.533676 0.0 0.0 0.0
H 3.041600 2.031030 0.786013 0.1 0.0 0.0
H 1.786136 2.973375 -1.101084 0.1 -0.1 -0.1
H 2.540789 1.806482 -2.226570 0.0 0.0 0.1
```
Positions in Å, forces in eV/Å.

Properties
- orbital gap (eV) = 8.56
- SMILES = O=C(c1ccc(COc2c(F)c(F)cc(F)c2F)o1)N1CCN(c2ccc(Cl)cc2)CC1

No. 2
Formula: C39H42I2N3O4PtSSi
Source: the OMol25 dataset
Level of theory: ωB97M-V/def2-TZVPD

Structure (XYZ):
```
93
Properties=species:S:1:pos:R:3:forces:R:3
Pt -0.462610 -0.358140 1.151106 0.1 0.6 0.4
I -5.776640 -3.610039 5.237232 0.0 0.0 0.0
C -4.621742 -2.562903 3.856011 0.0 0.1 0.0
C -4.863269 -1.212508 3.629174 0.0 -0.1 0.0
C -4.087205 -0.522075 2.711269 0.0 0.1 0.1
I -4.338323 1.540557 2.537127 0.0 0.0 -0.1
C -3.085885 -1.162296 1.977513 -0.1 -0.2 0.2
O -2.425864 -0.519387 1.012996 0.3 0.1 -0.1
C -2.808648 -2.503393 2.275490 0.0 -0.2 -0.1
C -1.593272 -3.127426 1.652856 -0.1 0.1 0.1
N -0.390225 -2.345041 2.070315 0.1 -0.5 0.0
C -0.234094 -2.272003 3.537357 0.0 0.1 -0.1
C -0.460455 -0.878080 4.059312 0.0 -0.3 0.0
C -0.557408 -0.632397 5.421154 0.0 0.1 -0.1
C -0.713573 0.665541 5.867438 0.0 0.0 0.0
C -0.768188 1.701945 4.946215 0.0 -0.1 -0.1
C -0.675069 1.396787 3.607172 0.0 0.2 -0.1
N -0.527215 0.133463 3.189233 -0.1 -0.2 -0.9
C -3.579865 -3.197787 3.198365 0.1 0.0 -0.1
H -5.637148 -0.694063 4.178274 0.0 0.0 0.0
H -1.629786 -3.105468 0.562553 0.0 0.0 0.0
H -1.492029 -4.165384 1.977722 0.0 0.0 0.0
H 0.437164 -2.793453 1.676471 0.1 0.0 0.0
H 0.783026 -2.566803 3.796049 0.0 0.1 0.0
H -0.929964 -2.951264 4.030433 0.0 0.0 0.0
H -0.508325 -1.460370 6.115377 0.0 0.0 0.0
H -0.793318 0.870869 6.926513 0.0 0.0 0.0
H -0.888753 2.729335 5.256372 0.0 0.0 0.0
H -0.720701 2.151925 2.837991 0.0 0.0 0.0
H -3.358070 -4.237846 3.406817 0.0 0.0 0.0
C -0.733825 1.373458 0.128002 0.2 0.2 0.8
Si -1.361202 1.334900 -1.645862 0.4 -0.3 -1.1
C 0.139754 0.886800 -2.780290 -0.4 -0.2 0.0
N 1.022447 -0.115667 -2.295569 -0.5 -0.8 1.3
C 2.359919 0.257318 -1.886755 -0.1 -0.4 -0.4
C 3.404916 -0.291151 -2.863399 -0.1 0.2 0.1
C 3.236113 -1.795224 -3.042345 0.0 0.1 -0.1
C 1.816429 -2.124241 -3.489323 -0.2 0.0 0.0
C 0.806345 -1.579788 -2.478376 0.5 1.1 -0.7
C -2.752146 0.177143 -2.120540 -0.1 0.1 0.2
C -3.934779 0.282431 -1.383086 -0.1 0.0 0.0
C -5.061432 -0.450576 -1.714225 0.0 0.0 0.0
C -5.033966 -1.305995 -2.807655 0.0 0.0 0.0
C -3.884658 -1.402525 -3.575624 0.0 0.0 0.0
C -2.761357 -0.658330 -3.239791 0.1 0.0 0.1
C -1.863524 3.065287 -2.153505 -0.3 0.1 0.3
C -2.123376 3.326699 -3.504956 0.0 -0.1 0.0
C -2.503088 4.588269 -3.933693 0.0 0.0 0.0
C -2.646116 5.618325 -3.014138 0.0 0.0 0.0
C -2.406800 5.381701 -1.669730 0.0 0.0 0.0
C -2.019561 4.116308 -1.246679 0.1 0.0 -0.1
H -1.532947 1.935329 0.628758 0.0 0.0 0.1
H 0.176262 1.980384 0.182947 0.0 0.0 -0.1
H 0.670417 1.823567 -2.949141 0.1 0.0 -0.2
H -0.314370 0.558231 -3.720151 0.0 0.2 -0.2
H 2.529127 -0.179304 -0.911379 0.1 0.1 0.0
H 2.416594 1.340996 -1.803144 0.0 0.0 0.1
H 4.389948 -0.047889 -2.469772 0.2 0.0 0.0
H 3.299120 0.214940 -3.828107 0.0 0.0 0.0
H 3.437262 -2.300238 -2.093575 0.0 0.0 0.1
H 3.957395 -2.165036 -3.771301 0.0 0.0 0.0
H 1.673468 -3.202429 -3.565183 0.0 -0.1 -0.1
H 1.622065 -1.697996 -4.479440 0.0 0.0 0.0
H 0.979757 -2.081682 -1.538364 0.0 -0.1 0.4
H -0.214746 -1.745994 -2.795829 -0.2 0.0 0.0
H -3.983480 0.955174 -0.533758 0.0 0.0 0.0
H -5.961972 -0.347442 -1.123119 0.0 0.0 0.0
H -5.911564 -1.882047 -3.070433 0.0 0.0 0.0
H -3.862887 -2.048546 -4.443629 0.0 0.0 0.0
H -1.893497 -0.746604 -3.880797 0.1 0.0 0.0
H -2.044583 2.530640 -4.239864 0.0 0.0 0.0
H -2.697179 4.768013 -4.983250 0.0 0.0 0.0
H -2.948983 6.602827 -3.345954 0.0 0.0 0.0
H -2.523118 6.181734 -0.949900 0.0 0.0 0.0
H -1.833001 3.956601 -0.191869 0.0 0.0 0.1
C 7.768414 1.144317 -0.530535 0.0 0.0 0.0
C 6.472408 0.575452 -0.026717 0.0 0.0 0.0
C 6.241323 -0.796714 -0.035192 0.0 0.0 0.0
C 5.037835 -1.324809 0.407370 0.0 0.1 0.0
C 4.054169 -0.462648 0.867706 0.2 -0.3 0.1
C 4.263660 0.909734 0.906277 0.0 0.0 0.0
C 5.468041 1.418101 0.451204 0.0 -0.1 0.0
S 2.552643 -1.175316 1.443912 -0.3 0.1 -0.2
O 2.668330 -1.475137 2.845994 -0.1 -0.1 0.2
O 2.165661 -2.295338 0.594523 0.2 0.2 0.2
O 1.582908 -0.010155 1.221404 -0.5 -0.1 -0.1
H 8.527793 0.371242 -0.632848 0.0 0.0 0.0
H 8.146867 1.911053 0.145293 0.0 0.0 0.0
H 7.629823 1.610594 -1.507995 0.0 0.0 0.0
H 7.014398 -1.465300 -0.393892 0.0 0.0 0.0
H 4.859312 -2.391632 0.388397 0.0 0.0 0.0
H 3.488193 1.567659 1.274359 0.0 0.0 0.0
H 5.636494 2.488235 0.472632 0.0 0.0 0.0
```
Positions in Å, forces in eV/Å.

Properties
- orbital gap (spin up / spin down) (eV) = 4.20 / 4.20
- total charge = +1
- ΔE to the lowest compared entry with this formula, charge and spin (kcal/mol) = 19.9

No. 3
Formula: C22H39N3O4PdSSiTe
Source: the OMol25 dataset
Level of theory: ωB97M-V/def2-TZVPD

Structure (XYZ):
```
72
Properties=species:S:1:pos:R:3:forces:R:3
Pd 14.199846 11.480006 8.087032 -3.0 0.1 0.2
O 18.265779 10.253705 8.334767 2.9 -1.3 -0.1
C 17.171131 10.696510 8.336142 -1.7 1.0 0.1
N 16.115798 11.206055 8.367401 1.2 -0.2 0.0
N 13.873764 15.836766 8.014190 -0.4 0.6 0.0
C 13.565876 14.515932 7.990310 0.8 -1.3 -0.2
N 14.601181 13.708325 7.890892 0.5 2.5 0.1
C 15.723513 14.584005 7.867973 -1.1 0.9 -0.2
C 17.110868 14.426355 7.779757 0.6 -0.2 0.0
C 17.932268 15.568778 7.732690 -0.6 0.1 0.1
C 17.402683 16.890989 7.813942 0.5 -1.2 -0.1
C 16.040635 17.055058 7.926195 -0.4 0.1 -0.1
C 15.239480 15.925206 7.917319 0.5 -0.4 0.2
H 13.201659 16.603000 8.041916 0.5 -0.5 0.0
H 12.576944 14.113898 8.079782 -0.6 -0.1 0.0
H 17.553276 13.420648 7.778758 -0.3 0.4 -0.1
H 19.012345 15.441981 7.635765 -0.3 0.0 0.1
H 18.078503 17.736559 7.778008 -0.1 0.0 0.0
H 15.539769 18.011065 8.006476 0.3 0.3 0.0
C 9.471734 14.281327 10.157869 0.1 -0.3 0.6
C 8.479858 13.157314 10.489986 0.6 -1.2 -1.4
C 8.535398 12.719984 11.927467 0.4 -0.3 0.7
C 7.063179 13.459469 10.055494 -0.9 0.0 -0.1
O 8.865705 11.935624 9.725264 -1.8 1.3 1.6
Si 9.646547 11.735241 8.334866 5.1 -0.5 0.5
S 11.789862 11.791047 8.890035 -1.5 0.3 -0.4
O 9.309165 12.922358 7.281771 -1.4 0.8 -2.0
C 9.020031 12.937601 5.813848 0.6 0.0 1.8
C 7.638453 12.317716 5.625751 -0.2 -0.2 0.1
C 9.033727 14.431360 5.460210 0.3 0.0 0.3
C 10.166131 12.148195 5.179083 -0.1 -0.1 0.0
O 9.332623 10.280888 7.688548 -1.2 -1.0 -0.2
C 9.060254 8.945206 8.219685 -0.3 0.9 -0.5
C 7.536249 8.838870 8.380613 -0.2 -0.1 0.9
C 9.525086 8.008564 7.105835 0.4 -0.4 0.2
C 9.793174 8.784309 9.558174 0.2 -0.2 -0.7
H 9.182276 15.200330 10.697933 0.1 -0.2 -0.1
H 9.443617 14.461396 9.074166 0.2 0.0 0.4
H 10.488298 13.935381 10.473454 -0.7 0.4 -0.5
H 8.298112 13.553207 12.614706 0.1 -0.3 -0.3
H 9.559626 12.346443 12.124066 -0.5 0.2 0.1
H 7.823810 11.891826 12.113934 0.3 0.4 -0.1
H 6.602681 14.296568 10.619430 0.3 -0.3 -0.1
H 6.440589 12.545729 10.242801 0.4 0.8 -0.4
H 7.052752 13.731960 8.982332 -0.1 -0.3 0.5
H 6.922923 12.847718 6.285345 0.3 -0.3 -0.4
H 7.672262 11.251115 5.927334 0.0 0.6 -0.2
H 7.287787 12.391154 4.579916 0.2 0.0 0.3
H 8.259560 14.962569 6.060809 0.6 -0.3 -0.4
H 8.828388 14.583226 4.392332 0.0 0.0 0.2
H 10.047359 14.844810 5.689898 -0.9 -0.2 -0.1
H 10.134135 11.115798 5.576538 0.2 0.5 -0.3
H 11.124190 12.611129 5.480125 -0.4 -0.3 -0.2
H 10.086746 12.110982 4.083797 0.0 0.1 0.1
H 7.053096 8.989401 7.414816 -0.1 0.1 0.0
H 7.167743 9.599483 9.111691 0.3 -0.5 -0.6
H 7.237909 7.832877 8.760943 0.3 0.6 -0.2
H 9.024713 8.242297 6.148540 0.2 0.0 0.4
H 9.323623 6.942571 7.347331 0.1 0.5 0.0
H 10.613002 8.145006 7.003038 -0.3 -0.1 -0.1
H 9.368365 9.543799 10.233727 0.3 -0.5 0.1
H 10.877834 8.982548 9.390009 -0.8 -0.1 0.3
H 9.645836 7.748576 9.926902 0.1 0.5 0.0
C 14.122746 6.709308 7.933148 0.0 -1.0 -0.2
Te 13.617196 8.838414 8.155963 0.2 0.3 0.1
C 14.697208 9.110675 6.280283 -0.3 0.3 0.1
H 13.784515 6.356997 6.950574 0.1 -0.2 0.0
H 13.611251 6.110927 8.711314 0.2 0.3 -0.2
H 15.212298 6.576527 8.022482 -0.3 0.0 0.0
H 15.761176 9.032007 6.494079 0.0 0.1 -0.1
H 14.422547 10.128447 5.957387 0.3 -0.4 0.1
H 14.382170 8.408854 5.512190 -0.1 -0.3 0.0
```
Positions in Å, forces in eV/Å.

Properties
- orbital gap (spin up / spin down) (eV) = 2.86 / 2.87
- total charge = -2
- ΔE to the lowest compared entry with this formula, charge and spin (kcal/mol) = 7.9